8 unconnected molecules or ions with the total composition H16O8 in a non-equilibrium geometry, computed with ωB97M-V/def2-TZVPD.

Results
HOMO (eV): -10.507
E_LUMO (eV): -0.3
Structure (SMILES): O.O.O.O.O.O.O.O
Frontier orbital gap (eV): 10.17

```
! RIJCOSX wB97M-V def2-TZVPD def2/J DEFGRID3
* xyz 0 1
H -1.510 -0.197 -0.700
H -0.295 -0.315 0.218
H 3.510 0.009 0.289
H 3.942 -1.024 1.300
H -2.617 3.089 -0.622
H -1.186 3.513 -0.751
H 1.848 -1.429 1.360
H 1.579 -0.154 0.878
H 0.961 -2.115 -3.115
H 0.888 -3.180 -2.094
H 0.697 0.335 2.488
H -0.133 1.531 2.776
H -4.502 -1.308 0.440
H -5.223 -2.440 -0.267
H 1.835 2.492 -0.151
H 1.192 1.535 -1.162
O -0.857 -0.755 -0.473
O 3.462 -0.929 0.379
O -1.851 3.138 -1.293
O 1.086 -0.911 1.257
O 1.403 -2.348 -2.311
O -0.081 0.780 2.177
O -5.376 -1.776 0.333
O 1.227 2.459 -0.958
*
```

***

8 unconnected molecules or ions with the total composition H16O8 in a non-equilibrium geometry, computed with ωB97M-V/def2-TZVPD.

Results
HOMO (eV): -10.018
E_LUMO (eV): 0.3
Structure (SMILES): O.O.O.O.O.O.O.O
Frontier orbital gap (eV): 10.35

```
! RIJCOSX wB97M-V def2-TZVPD def2/J DEFGRID3
* xyz 0 1
H 0.215 -0.272 -1.887
H 1.407 -0.202 -0.947
H -2.382 -2.582 0.256
H -3.031 -1.714 -0.810
H -2.046 1.802 -1.950
H -2.450 1.835 -0.485
H 4.649 -2.366 -0.804
H 5.915 -1.623 -1.199
H -2.523 1.011 2.027
H -1.333 1.696 1.373
H -4.728 0.768 0.195
H -3.712 -0.024 -0.611
H 4.291 3.669 0.520
H 2.897 3.157 0.197
H 1.912 -1.436 1.071
H 1.832 -2.144 2.414
O 0.445 -0.258 -0.951
O -2.867 -2.635 -0.575
O -2.155 1.234 -1.179
O 5.280 -1.714 -0.479
O -2.170 1.265 1.166
O -3.844 0.389 0.250
O 3.826 3.020 -0.019
O 1.371 -1.497 1.867
*
```

***

8 unconnected molecules or ions with the total composition H16O8 in a non-equilibrium geometry, computed with ωB97M-V/def2-TZVPD.

Results
HOMO (eV): -10.544
E_LUMO (eV): -0.7
Structure (SMILES): O.O.O.O.O.O.O.O
Frontier orbital gap (eV): 9.82

```
! RIJCOSX wB97M-V def2-TZVPD def2/J DEFGRID3
* xyz 0 1
O -0.587 0.820 -0.514
H -0.123 0.528 -1.380
H -1.039 -0.015 -0.253
O 2.501 1.772 -1.657
H 1.863 1.159 -1.976
H 2.870 1.360 -0.858
O -0.765 3.133 0.811
H -0.920 2.246 0.477
H -0.367 3.034 1.672
O 0.957 -0.353 -2.878
H 1.186 -0.468 -3.828
H 1.538 -1.094 -2.492
O -0.037 -0.717 2.622
H -0.856 -0.307 2.468
H 0.493 -0.161 2.076
O -1.019 -1.814 -0.067
H -0.768 -2.398 -0.830
H -0.678 -2.323 0.657
O 1.824 0.423 0.936
H 2.433 -0.268 0.710
H 1.065 0.335 0.381
O -3.434 -1.930 1.264
H -2.630 -1.711 0.770
H -3.508 -1.253 1.890
*
```

***

8 unconnected molecules or ions with the total composition H16O8 in a non-equilibrium geometry, computed with ωB97M-V/def2-TZVPD.

Results
HOMO (eV): -10.388
E_LUMO (eV): -0.1
Structure (SMILES): O.O.O.O.O.O.O.O
Frontier orbital gap (eV): 10.31

```
! RIJCOSX wB97M-V def2-TZVPD def2/J DEFGRID3
* xyz 0 1
O -27.772 18.181 7.384
H -27.041 17.601 7.169
H -28.536 17.760 6.990
O -22.461 20.007 5.551
H -22.698 20.648 4.881
H -23.172 19.367 5.533
O -24.444 17.177 10.613
H -24.423 16.543 11.329
H -24.883 16.717 9.898
O -25.332 16.835 6.458
H -25.058 16.201 7.120
H -24.514 17.204 6.124
O -26.300 15.358 9.436
H -27.063 15.080 8.929
H -26.412 14.938 10.289
O -23.900 15.219 8.222
H -23.778 14.497 7.606
H -24.451 14.854 8.914
O -26.508 17.126 4.123
H -26.243 16.715 4.946
H -25.829 17.778 3.951
O -24.163 18.621 3.552
H -24.737 19.028 2.903
H -23.279 18.758 3.210
*
```

***

A molecular structure, H16O8 in a non-equilibrium geometry, computed with ωB97M-V/def2-TZVPD.

Results
HOMO (eV): -8.552
E_LUMO (eV): -1.6
Frontier orbital gap (eV): 6.96

```
! RIJCOSX wB97M-V def2-TZVPD def2/J DEFGRID3
* xyz 0 1
O -1.473 -2.703 0.273
H -1.983 -3.006 1.023
H -0.985 -1.949 0.604
O 0.730 1.612 -0.036
H 1.345 2.051 0.551
H 1.105 0.741 -0.168
O 1.318 -1.510 0.860
H 1.179 -0.855 0.176
H 2.148 -1.261 1.266
O -0.576 0.160 -0.710
H -0.412 -0.516 -0.052
H -0.637 0.973 -0.209
O -0.621 2.903 0.587
H -0.722 2.528 1.462
H 0.053 2.365 0.172
O -0.450 -1.540 1.521
H -0.361 -0.796 2.117
H 0.444 -1.724 1.231
O -1.765 -0.482 -2.057
H -1.479 -1.396 -2.037
H -1.135 -0.022 -1.502
O 1.304 1.538 -2.057
H 0.906 0.973 -1.395
H 2.065 1.921 -1.620
*
```

***

8 unconnected molecules or ions with the total composition H16O8 in a non-equilibrium geometry, computed with ωB97M-V/def2-TZVPD.

Results
HOMO (eV): -10.600
E_LUMO (eV): 0.1
Structure (SMILES): O.O.O.O.O.O.O.O
Frontier orbital gap (eV): 10.66

```
! RIJCOSX wB97M-V def2-TZVPD def2/J DEFGRID3
* xyz 0 1
O -22.460 -2.625 11.834
H -21.902 -3.311 12.100
H -23.342 -3.064 11.658
O -24.804 -3.944 11.485
H -25.762 -3.838 11.599
H -24.537 -4.177 10.599
O -21.526 -6.004 7.964
H -21.616 -5.736 7.048
H -21.289 -5.149 8.303
O -20.362 -4.577 12.504
H -19.750 -4.182 11.885
H -20.354 -5.525 12.427
O -19.402 -4.305 7.244
H -19.108 -3.776 6.513
H -18.916 -5.119 7.300
O -21.622 -3.520 9.418
H -22.038 -3.096 10.211
H -20.711 -3.684 9.654
O -20.984 -0.829 8.657
H -21.252 -1.735 8.694
H -20.799 -0.619 7.718
O -18.892 -3.538 10.479
H -18.204 -3.017 10.858
H -18.445 -4.198 9.941
*
```

***

8 unconnected molecules or ions with the total composition H16O8 in a non-equilibrium geometry, computed with ωB97M-V/def2-TZVPD.

Results
HOMO (eV): -11.008
E_LUMO (eV): 0.2
Structure (SMILES): O.O.O.O.O.O.O.O
Frontier orbital gap (eV): 11.24

```
! RIJCOSX wB97M-V def2-TZVPD def2/J DEFGRID3
* xyz 0 1
O -0.677 0.617 2.137
H -0.745 -0.301 2.432
H 0.277 0.736 1.917
O 0.008 -0.815 -1.368
H -0.223 0.114 -1.526
H 0.671 -1.216 -1.959
O 3.058 0.531 -0.971
H 3.614 0.011 -1.613
H 2.802 -0.155 -0.313
O -1.128 1.683 -1.646
H -1.619 1.349 -0.889
H -1.624 2.248 -2.239
O 1.966 -1.117 1.132
H 1.956 -2.046 1.299
H 1.202 -0.927 0.506
O -1.338 -2.430 0.390
H -1.166 -2.077 -0.496
H -1.987 -3.134 0.358
O 1.067 2.366 0.538
H 0.104 2.485 0.533
H 1.343 1.878 -0.213
O -2.562 0.348 0.399
H -2.049 0.434 1.217
H -2.949 -0.580 0.376
*
```

***

8 unconnected molecules or ions with the total composition H16O8 in a non-equilibrium geometry, computed with ωB97M-V/def2-TZVPD.

Results
HOMO (eV): -10.621
E_LUMO (eV): -0.2
Structure (SMILES): O.O.O.O.O.O.O.O
Frontier orbital gap (eV): 10.39

```
! RIJCOSX wB97M-V def2-TZVPD def2/J DEFGRID3
* xyz 0 1
O 0.105 0.762 1.594
H 0.936 1.103 1.294
H 0.081 1.111 2.471
O -0.598 3.178 -0.399
H -1.095 3.835 0.012
H -0.183 2.622 0.256
O -1.143 -0.660 -0.432
H -1.632 0.043 -0.880
H -0.870 -0.239 0.410
O -2.492 1.386 -1.529
H -2.538 2.248 -1.119
H -1.737 1.483 -2.064
O 1.251 -0.768 -1.815
H 0.526 -0.750 -1.153
H 1.685 -1.652 -1.728
O -1.127 -3.249 -1.667
H -1.261 -2.601 -0.967
H -0.463 -3.793 -1.368
O 0.900 -1.862 2.706
H 0.889 -1.004 2.270
H 1.391 -1.862 3.546
O 2.437 -0.024 0.489
H 2.938 0.771 0.458
H 1.998 -0.079 -0.385
*
```

***

8 unconnected molecules or ions with the total composition H16O8 in a non-equilibrium geometry, computed with ωB97M-V/def2-TZVPD.

Results
HOMO (eV): -10.111
E_LUMO (eV): -0.2
Structure (SMILES): O.O.O.O.O.O.O.O
Frontier orbital gap (eV): 9.91

```
! RIJCOSX wB97M-V def2-TZVPD def2/J DEFGRID3
* xyz 0 1
O -0.440 -2.881 0.835
H -0.360 -2.940 -0.108
H 0.447 -2.775 1.185
O -3.381 -0.499 0.075
H -3.740 0.267 -0.218
H -3.411 -1.098 -0.681
O -2.166 -0.325 2.582
H -1.575 0.420 2.702
H -2.420 -0.281 1.616
O -0.138 -0.139 -0.131
H 0.521 -0.439 -0.767
H -0.626 -0.892 0.261
O 2.878 1.292 -1.222
H 3.765 1.445 -1.489
H 2.421 2.008 -1.599
O -1.806 2.045 -0.086
H -2.226 1.867 -0.948
H -1.232 1.268 -0.077
O 2.318 1.141 1.283
H 2.503 0.952 0.380
H 2.589 2.039 1.353
O 1.878 -1.085 -1.891
H 2.093 -1.198 -0.966
H 2.118 -0.181 -2.099
*
```

***

8 unconnected molecules or ions with the total composition H16O8 in a non-equilibrium geometry, computed with ωB97M-V/def2-TZVPD.

Results
HOMO (spin up / spin down) (eV): -14.542 / -14.530
E_LUMO (spin up / spin down) (eV): -3.5 / -11.3
Frontier orbital gap (spin up / spin down) (eV): 11.08 / 3.25

```
! RIJCOSX wB97M-V def2-TZVPD def2/J DEFGRID3
* xyz 1 2
O 0.332 -1.118 -3.524
H 0.153 -2.015 -3.807
H -0.430 -0.877 -2.997
O -1.419 -0.601 -1.130
H -2.061 -0.013 -1.527
H -1.835 -1.462 -1.152
O -2.350 2.086 1.206
H -2.044 1.184 1.302
H -3.305 2.020 1.229
O 0.827 0.681 -0.513
H -0.001 0.201 -0.494
H 0.912 0.978 -1.419
O -1.988 -0.634 1.485
H -2.221 -0.526 0.564
H -2.625 -1.264 1.822
O 0.374 -1.979 1.564
H -0.165 -1.189 1.539
H 1.267 -1.656 1.683
O 1.518 1.939 2.152
H 0.944 1.612 1.460
H 2.193 2.436 1.690
O 4.289 0.294 -0.340
H 3.688 0.238 -1.084
H 3.945 -0.336 0.293
*
```

***

8 unconnected molecules or ions with the total composition H16O8 in a non-equilibrium geometry, computed with ωB97M-V/def2-TZVPD.

Results
HOMO (spin up / spin down) (eV): -13.932 / -13.932
E_LUMO (spin up / spin down) (eV): -3.7 / -11.4
Frontier orbital gap (spin up / spin down) (eV): 10.21 / 2.54

```
! RIJCOSX wB97M-V def2-TZVPD def2/J DEFGRID3
* xyz 1 2
O 1.398 -1.282 -1.746
H 1.858 -2.111 -1.614
H 0.508 -1.450 -1.436
O -2.935 -0.587 -0.286
H -3.385 -0.507 0.555
H -3.425 -0.015 -0.876
O -0.305 0.193 3.216
H -0.487 -0.300 4.016
H 0.611 -0.003 3.017
O -1.166 -2.544 -0.828
H -1.718 -1.833 -0.502
H -1.469 -2.692 -1.724
O 2.422 -1.255 2.110
H 2.962 -1.857 2.622
H 2.916 -1.118 1.301
O -0.879 2.284 -3.550
H -1.599 1.813 -3.970
H -0.919 2.014 -2.633
O 0.213 0.958 0.349
H 0.498 0.308 0.991
H -0.573 0.578 -0.043
O 1.899 3.406 0.616
H 1.139 2.826 0.557
H 2.437 3.174 -0.141
*
```

***

A molecular structure, H16O8Sr in a non-equilibrium geometry, computed with ωB97M-V/def2-TZVPD.

Results
HOMO (eV): -18.827
E_LUMO (eV): -6.3
Frontier orbital gap (eV): 12.55

```
! RIJCOSX wB97M-V def2-TZVPD def2/J DEFGRID3
* xyz 2 1
Sr -0.026 0.053 0.217
O 0.019 -1.941 -1.446
H -0.547 -2.739 -1.574
H 0.598 -1.915 -2.203
O -1.439 1.342 -1.675
H -1.257 1.450 -2.639
H -1.890 2.147 -1.312
O -2.288 -1.324 0.004
H -2.725 -2.029 0.570
H -2.836 -1.080 -0.737
O 1.585 0.745 -1.824
H 2.515 0.526 -1.855
H 1.440 1.515 -2.398
O 1.615 2.182 0.697
H 1.322 3.020 1.117
H 1.907 2.401 -0.195
O -0.507 -1.886 1.843
H -0.412 -2.735 1.307
H -0.173 -2.186 2.710
O -1.410 1.638 1.939
H -2.356 1.570 2.109
H -1.049 1.664 2.863
O 2.309 -0.726 0.630
H 2.939 -0.068 0.988
H 2.665 -1.625 0.864
*
```